Record 1
This record from the OMol25 dataset describes an isolated ion of composition C4H9BrNO and charge +1 at a distorted geometry. The level of theory is wB97M-V/def2-TZVPD.

Computed properties:
- HOMO-LUMO gap (hartree) = 0.3834
- SMILES = CO[C@@H]1C[NH2+][C@H]1Br
- total charge = +1

Each line ends with the Löwdin charge.
Atoms and positions in Å:
C  -0.636142  1.514459  1.853177  -0.041
O  -0.720249  0.242067  1.165798  -0.178
C  -0.504357  0.264676  -0.213474  -0.295
C  -0.716496  -1.135164  -0.760384  -0.067
N  0.714982  -1.499608  -0.994175  0.055
C  1.111716  -0.096515  -0.636393  -0.596
Br  1.932065  0.815553  -2.125641  0.786
H  -1.437225  2.216853  1.835167  0.077
H  0.391224  1.873769  1.521292  0.105
H  -0.465794  1.165298  3.002318  0.151
H  -0.936661  1.132702  -0.773425  0.168
H  -1.261934  -1.720175  0.063995  0.179
H  -1.165360  -1.048562  -1.804485  0.166
H  1.195291  -2.155085  -0.359767  0.199
H  0.783511  -1.624554  -2.047010  0.178
H  1.715431  0.054286  0.273005  0.112

Cartesian forces (eV/Å) of the 2 atoms listed first:
C 4.01 -2.15 2.77
O -0.82 0.37 -0.99

=====

Record 2
This record from the OMol25 dataset describes an isolated ion of composition C4H9BrNO and charge +1 at a distorted geometry. The level of theory is wB97M-V/def2-TZVPD.

Computed properties:
- HOMO-LUMO gap (hartree) = 0.3877
- SMILES = C=CC[C@]([NH3+])(O)Br
- total charge = +1

Each line ends with the Löwdin charge.
Atoms and positions in Å:
C  2.025376  -0.610293  0.285520  0.049
C  1.169851  0.107972  0.965924  -0.129
C  -0.213678  -0.387184  0.967128  -0.150
C  -1.041014  0.472418  -0.050240  -0.729
N  -0.652044  -0.060912  -1.471865  0.187
O  -1.041225  1.742175  -0.228529  0.067
Br  -3.042669  -0.298953  -0.043885  0.639
H  3.066273  -0.516567  0.315789  0.071
H  1.756239  -1.587333  0.058109  0.066
H  1.471692  0.885539  1.502768  0.082
H  -0.650081  -0.393056  1.914562  0.116
H  -0.149293  -1.322260  0.579444  0.080
H  0.483950  -0.112817  -1.457596  0.212
H  -1.017029  -0.909307  -1.666120  0.067
H  -0.837724  0.692673  -2.187646  0.196
H  -1.328623  2.297905  0.516633  0.176

Cartesian forces (eV/Å) of the 2 atoms listed first:
C 0.88 -0.26 0.78
C -0.76 -2.41 -1.65

=====

Record 3
This record from the OMol25 dataset describes one molecule with the formula C4H9BrO3 at a distorted geometry. The level of theory is wB97M-V/def2-TZVPD.

Computed properties:
- HOMO-LUMO gap (hartree) = 0.3822
- SMILES = CC[C@@H](Br)C(O)(O)O

Each line ends with the Löwdin charge.
Atoms and positions in Å:
C  -1.032326  0.730183  -1.735334  -0.083
C  -0.639822  -0.032586  -0.398638  -0.272
C  0.615453  0.425070  0.232016  -0.566
Br  0.490316  2.301751  0.844702  0.705
C  0.912956  -0.434257  1.550605  -0.677
O  -0.083140  -0.416950  2.562244  0.058
O  1.062875  -1.728536  1.002343  0.020
O  2.068921  -0.019133  2.259682  -0.015
H  -0.180916  0.894705  -2.279176  0.033
H  -1.862493  0.178510  -2.143110  0.061
H  -1.506990  1.756368  -1.596274  0.084
H  -1.477413  -0.054065  0.250335  0.105
H  -0.363999  -1.070452  -0.635792  0.117
H  1.489076  0.593792  -0.310479  0.061
H  0.427469  -0.395147  3.329546  0.072
H  0.477349  -2.311048  1.529766  0.131
H  2.929349  -0.317515  1.793687  0.164

Cartesian forces (eV/Å) of the 2 atoms listed first:
C -2.44 0.62 3.39
C 0.46 0.22 -2.77

=====

Record 4
This record from the OMol25 dataset describes C4H9CdO3 as an isolated structure at a distorted geometry. The level of theory is wB97M-V/def2-TZVPD.

Computed properties:
- HOMO-LUMO gap (alpha / beta) (hartree) = 0.2615 / 0.3722
- multiplicity = 2

Each line ends with the Löwdin charge.
Atoms and positions in Å:
H  1.698401  -0.507712  0.463283  0.146
C  -1.246410  0.524212  1.911000  -0.104
O  -0.751639  0.473189  0.578858  -0.483
C  0.399374  1.265466  0.302070  -0.308
C  1.640150  0.728653  0.905802  -0.110
H  -1.907346  -0.337025  2.062015  0.076
H  -0.446024  0.431838  2.656267  0.091
H  -1.761940  1.481987  2.068129  0.096
H  0.179474  2.294358  0.618893  0.122
H  0.635032  0.838779  -0.944268  0.177
H  2.455446  1.018405  0.228627  0.068
H  1.891904  1.169622  1.876520  0.076
O  0.476338  -0.909781  -1.699479  -0.294
C  0.899036  -1.890526  -0.934242  -0.524
O  0.008992  -2.513650  -0.259748  -0.239
Cd  -1.410231  -1.048612  -0.706206  1.070
H  1.748015  -2.477391  -1.333133  0.141

Cartesian forces (eV/Å) of the 2 atoms listed first:
H -0.17 3.41 2.87
C 0.12 0.18 0.46

=====

Record 5
This record from the OMol25 dataset describes C4H9ClFMgNO3S as an isolated structure at a distorted geometry. The level of theory is wB97M-V/def2-TZVPD.

Computed properties:
- HOMO-LUMO gap (hartree) = 0.1575
- total charge = +2

Each line ends with the Löwdin charge.
Atoms and positions in Å:
O  1.686276  -1.271805  1.583684  -0.187
S  1.936647  -1.266949  0.195617  0.540
O  1.042297  -1.999325  -0.614525  -0.226
F  3.334798  -1.900420  -0.022357  -0.074
N  2.164256  0.299011  -0.354009  -0.606
Cl  2.315360  0.414675  -2.052865  0.813
C  1.295537  1.298899  0.259784  -0.227
C  -0.188497  0.858313  0.503659  -0.190
C  -0.968514  0.344737  -0.723738  -0.179
C  -2.064685  -0.671742  -0.313056  -0.240
O  -1.607345  -1.589264  0.624837  -0.018
H  1.732021  1.602149  1.226096  0.144
H  1.319024  2.197437  -0.371962  0.129
H  -0.741556  1.826466  0.834080  -0.015
H  -0.308131  0.165790  1.360815  0.124
H  -1.513495  1.207154  -1.167758  0.125
H  -0.347273  -0.114802  -1.501892  0.103
H  -2.911250  -0.076133  0.160733  0.117
H  -2.437492  -1.212253  -1.196455  0.158
H  -1.600980  -2.493145  0.277323  0.137
Mg  -2.136998  2.381207  1.291991  1.573

Cartesian forces (eV/Å) of the 2 atoms listed first:
O 0.26 1.26 0.51
S 0.39 -2.37 0.36

=====

Record 6
This record from the OMol25 dataset describes one molecule with the formula C4H9ClN2 at a distorted geometry. The level of theory is wB97M-V/def2-TZVPD.

Computed properties:
- HOMO-LUMO gap (hartree) = 0.3868
- SMILES = CC/C=N/[C@@H](N)Cl

Each line ends with the Löwdin charge.
Atoms and positions in Å:
C  -0.748828  -2.231330  0.625417  -0.135
C  -0.711107  -0.966675  1.472816  -0.252
C  -0.457475  0.178251  0.516692  -0.239
N  0.546557  0.311817  -0.212150  0.039
C  0.506963  1.532171  -1.053376  -0.801
N  1.865080  1.935126  -1.160206  0.002
Cl  -0.223896  1.177760  -2.688846  0.506
H  0.316683  -2.728815  0.604093  0.115
H  -1.579833  -2.944977  0.953901  0.089
H  -1.017425  -1.838632  -0.334281  0.042
H  -1.745343  -0.665474  1.958065  0.131
H  0.058774  -1.083146  2.335418  0.133
H  -1.168785  1.056697  0.560154  0.131
H  -0.082355  2.331452  -0.684942  0.071
H  2.574178  1.130734  -1.331816  0.141
H  1.866811  2.805040  -1.560941  0.028

Cartesian forces (eV/Å) of the 2 atoms listed first:
C 0.38 -1.60 0.91
C -0.82 0.80 1.94

=====

Record 7
This record from the OMol25 dataset describes a 2-piece molecular cluster, C4H9ClN2 overall at a distorted geometry. The level of theory is wB97M-V/def2-TZVPD.

Computed properties:
- HOMO-LUMO gap (hartree) = 0.3632
- SMILES = CC(C)N=C=N.Cl

Each line ends with the Löwdin charge.
Atoms and positions in Å:
C  -0.702511  -1.404769  0.467613  -0.067
C  0.052577  -0.407908  -0.476176  -0.373
C  -0.972012  0.060205  -1.498033  -0.101
N  0.583202  0.796394  0.417256  0.107
C  1.754569  1.128935  0.521093  -0.343
N  2.861558  1.608170  0.786820  0.011
H  0.106711  -2.021497  0.780909  0.047
H  -0.852160  -0.672904  1.294835  0.086
H  -1.507677  -2.014502  -0.010653  0.092
H  1.037402  -0.675159  -0.967835  0.137
H  -0.555889  0.961336  -1.982468  0.077
H  -1.915568  0.443451  -0.999000  0.103
H  -1.247993  -0.602391  -2.241950  0.044
H  3.077641  2.562892  1.069426  0.080
Cl  4.664046  -0.119508  -0.187022  0.402
H  4.999676  -1.245621  0.120292  -0.303

Cartesian forces (eV/Å) of the 2 atoms listed first:
C 2.01 1.42 -0.32
C 0.29 0.99 -0.19

=====

Record 8
This record from the OMol25 dataset describes an isolated ion of composition C4H9ClNO and charge +1 at a distorted geometry. The level of theory is wB97M-V/def2-TZVPD.

Computed properties:
- HOMO-LUMO gap (hartree) = 0.4276
- SMILES = C[NH+](C)[C@H]1O[C@@H]1Cl
- total charge = +1

Each line ends with the Löwdin charge.
Atoms and positions in Å:
C  -0.805951  -1.318216  0.067748  0.048
N  0.089251  -0.171533  -0.175245  -0.146
C  -0.416119  1.303624  -0.091222  0.053
C  1.491837  -0.224150  0.350649  -0.342
O  2.024236  -1.448095  0.129223  0.052
C  2.646520  -0.369564  -0.513198  -0.544
Cl  4.160675  0.426491  0.101964  0.670
H  -0.366474  -2.030524  -0.556945  0.087
H  -0.629605  -1.484509  1.125679  0.119
H  -1.870671  -1.050208  -0.255331  0.152
H  0.328385  -0.235885  -1.228324  0.201
H  -0.678190  1.516676  0.879938  0.067
H  0.423134  1.949993  -0.414083  0.115
H  -1.259593  1.644994  -0.807866  0.145
H  1.472374  0.139548  1.386746  0.182
H  2.546785  -0.405781  -1.610288  0.140

Cartesian forces (eV/Å) of the 2 atoms listed first:
C -1.08 1.77 0.96
N 0.81 3.50 -5.18

=====

> What is the formula in the first record?

C4H9BrNO